Entry 1:
{"formula": "C4H7NO", "method": "the ωB97M-V functional and the def2-TZVPD basis", "species": ["C", "C", "O", "C", "C", "N", "H", "H", "H", "H", "H", "H", "H"], "positions_angstrom": [[0.4436, 1.6557, 0.1699], [0.3740, -1.7446, 0.7084], [-0.6643, -0.9905, 0.7705], [-1.1248, -0.3834, -0.4019], [0.2012, 0.5376, -0.8351], [0.9188, 0.0962, -1.7117], [-0.1028, 1.4782, 1.1070], [1.5174, 1.6880, 0.3853], [0.1394, 2.6216, -0.2440], [0.8731, -1.9103, 1.6540], [0.7445, -2.0912, -0.2490], [-2.0438, 0.1483, -0.1516], [-1.2766, -1.1056, -1.2019]], "forces_ev_per_angstrom": [[0.426, 0.068, -0.120], [2.339, -1.951, 0.012], [-2.671, 1.639, 0.540], [1.485, 0.315, -0.575], [-2.096, -0.085, 1.306], [0.377, 0.068, -0.579], [0.144, -0.057, -0.399], [-0.245, 0.143, 0.001], [0.013, -0.163, 0.017], [-0.006, -0.120, -0.197], [0.004, -0.024, 0.154], [0.317, 0.225, -0.164], [-0.089, -0.058, 0.004]], "lowdin_charge": [-0.04, -0.07, -0.16, -0.11, -0.44, 0.20, 0.08, 0.08, 0.08, 0.07, 0.07, 0.12, 0.11], "orbital_gap_ev": [6.70, 9.91], "e_tot_ha": -286.4472, "total_charge": 0, "largest_force_ha_per_bohr": 0.0618, "e_homo_ev": [-7.13, -9.05], "lumo_energy_ev": [-0.43, 0.86], "de_lowest_kj_mol": 484.1}



Entry 2:
{"formula": "H4O2Sn", "method": "the ωB97M-V functional and the def2-TZVPD basis", "species": ["Sn", "O", "H", "H", "O", "H", "H"], "positions_angstrom": [[-2.8105, 16.9216, -2.0884], [-6.8353, 15.8535, 0.7390], [-7.2412, 16.3855, 1.4234], [-7.1026, 14.9570, 0.9417], [-5.3187, 12.9977, -4.4445], [-4.7801, 12.2183, -4.3074], [-5.6398, 13.2240, -3.5717]], "forces_ev_per_angstrom": [[-0.207, -0.083, 0.002], [0.483, 0.119, -0.433], [-0.166, 0.217, 0.233], [-0.139, -0.303, 0.083], [0.331, 0.684, 0.006], [0.132, -0.477, -0.116], [-0.433, -0.158, 0.226]], "lowdin_charge": [1.92, -0.06, 0.04, 0.04, -0.01, 0.05, 0.02], "orbital_gap_ev": 3.21, "e_tot_ha": -366.3091, "total_charge": 2, "largest_force_ha_per_bohr": 0.0148, "e_homo_ev": -17.40, "lumo_energy_ev": -14.19, "de_lowest_kj_mol": 395.6}



Entry 3:
{"formula": "C44H125N7O15", "method": "the ωB97M-V functional and the def2-TZVPD basis", "species": ["C", "C", "C", "O", "C", "N", "H", "H", "H", "H", "H", "H", "H", "H", "H", "H", "H", "C", "C", "C", "O", "C", "N", "H", "H", "H", "H", "H", "H", "H", "H", "H", "H", "H", "C", "C", "C", "O", "C", "N", "H", "H", "H", "H", "H", "H", "H", "H", "H", "H", "H", "C", "C", "C", "O", "C", "N", "H", "H", "H", "H", "H", "H", "H", "H", "H", "H", "H", "C", "C", "C", "O", "C", "N", "H", "H", "H", "H", "H", "H", "H", "H", "H", "H", "H", "C", "C", "C", "O", "C", "N", "H", "H", "H", "H", "H", "H", "H", "H", "H", "H", "H", "C", "C", "C", "O", "C", "N", "H", "H", "H", "H", "H", "H", "H", "H", "H", "H", "H", "C", "C", "O", "H", "H", "H", "H", "H", "H", "C", "C", "O", "H", "H", "H", "H", "H", "H", "C", "C", "O", "H", "H", "H", "H", "H", "H", "C", "C", "O", "H", "H", "H", "H", "H", "H", "C", "C", "O", "H", "H", "H", "H", "H", "H", "C", "C", "O", "H", "H", "H", "H", "H", "H", "C", "C", "O", "H", "H", "H", "H", "H", "H", "C", "C", "O", "H", "H", "H", "H", "H", "H"], "positions_angstrom": [[5.0063, 0.5046, 4.3707], [5.9407, 0.3870, 3.1325], [5.3045, -0.1685, 1.8491], [4.4540, -1.2725, 2.1226], [3.8498, -1.8303, 1.0147], [6.6022, 1.6086, 2.7784], [4.1520, 1.1853, 4.1768], [5.6523, 0.8516, 5.1566], [4.5928, -0.4823, 4.6459], [6.7470, -0.3802, 3.3161], [6.0824, -0.3924, 1.1704], [4.6497, 0.6094, 1.3720], [4.5650, -2.4048, 0.3793], [3.3880, -1.0499, 0.3893], [3.1174, -2.5164, 1.4720], [6.0247, 2.4129, 2.5192], [7.2977, 1.8836, 3.4821], [-6.7854, -2.3083, 1.2546], [-5.8637, -3.2215, 1.9978], [-6.1947, -3.3552, 3.4313], [-5.2953, -4.2611, 4.0492], [-5.5824, -4.7486, 5.3213], [-5.8021, -4.5361, 1.3272], [-6.6575, -1.2801, 1.5444], [-7.8501, -2.4176, 1.5089], [-6.5816, -2.3987, 0.1634], [-4.9044, -2.7177, 1.8658], [-7.2477, -3.6790, 3.4073], [-6.1486, -2.3834, 3.9629], [-5.6906, -3.8710, 6.0077], [-4.6558, -5.2168, 5.6585], [-6.4185, -5.4610, 5.3842], [-5.5972, -5.1714, 2.1037], [-6.6936, -4.9188, 1.0221], [-4.4396, 2.6518, 1.8071], [-5.7093, 2.6900, 2.7001], [-5.4697, 2.4466, 4.1773], [-4.5788, 1.3079, 4.3605], [-5.1629, 0.0208, 4.6798], [-6.5615, 3.8463, 2.4969], [-4.0359, 1.6273, 1.8599], [-3.6758, 3.3724, 2.1302], [-4.7851, 2.9194, 0.8126], [-6.2712, 1.7970, 2.3555], [-6.4073, 2.3640, 4.7326], [-4.9323, 3.3133, 4.6114], [-4.3517, -0.6098, 5.1112], [-5.4090, -0.4822, 3.7354], [-5.9708, 0.1237, 5.4112], [-6.7760, 3.8843, 1.5016], [-6.0814, 4.7312, 2.6489], [0.6047, 2.1297, -9.2810], [1.5756, 1.1892, -8.5086], [0.9000, -0.1432, -8.2097], [-0.2369, 0.0189, -7.3979], [0.0049, -0.2174, -5.9928], [2.8507, 0.8985, -9.1246], [0.8462, 3.1575, -9.0759], [-0.4301, 2.1120, -8.8742], [0.4427, 1.9835, -10.3105], [1.7901, 1.6677, -7.5511], [1.4561, -0.9598, -7.7342], [0.5716, -0.6133, -9.1704], [0.0004, -1.2828, -5.7549], [-0.7464, 0.2879, -5.3988], [0.9554, 0.1857, -5.5987], [2.8034, 0.0775, -9.7114], [3.1562, 1.5696, -9.8315], [-2.4527, -2.6323, -3.9827], [-3.1715, -2.2199, -2.6938], [-4.6241, -1.9040, -3.0637], [-4.7203, -0.7457, -3.7880], [-4.8852, 0.4958, -3.0218], [-3.1336, -3.2799, -1.6873], [-1.3602, -2.5343, -3.9977], [-2.8148, -2.0932, -4.8273], [-2.6494, -3.6746, -4.1661], [-2.7456, -1.3074, -2.2532], [-5.1658, -1.8650, -2.1294], [-5.0581, -2.7824, -3.5131], [-5.6629, 0.3344, -2.2595], [-5.1293, 1.3343, -3.6892], [-3.9699, 0.6729, -2.4540], [-2.2938, -3.0597, -1.1570], [-3.9072, -3.2692, -1.0251], [2.1921, 4.2140, 0.6020], [2.7016, 3.4620, 1.7967], [3.4426, 4.2941, 2.8716], [4.6429, 4.8707, 2.3713], [5.4752, 5.3419, 3.4524], [1.5188, 2.6627, 2.2895], [1.3614, 4.9179, 0.7923], [1.9146, 3.5461, -0.2127], [3.0505, 4.7869, 0.2449], [3.4810, 2.7981, 1.4521], [3.7069, 3.5214, 3.6119], [2.7969, 5.0140, 3.4595], [6.3413, 5.8577, 3.0554], [5.8477, 4.4549, 4.0013], [4.9030, 5.9754, 4.1583], [0.8414, 3.3878, 2.5549], [1.7056, 2.1751, 3.1633], [0.1435, -0.2102, -2.0716], [0.3952, 0.0558, -0.5465], [0.3249, -1.2591, 0.1806], [-0.9294, -1.9397, 0.1879], [-1.8202, -1.3377, 1.1243], [1.6601, 0.7115, -0.3928], [1.0108, -0.6652, -2.5343], [0.0361, 0.7087, -2.7032], [-0.6741, -0.8904, -2.3371], [-0.4117, 0.6821, -0.1607], [0.5216, -1.0576, 1.2482], [1.1100, -1.9766, -0.0171], [-1.9292, -0.2927, 0.8640], [-1.3487, -1.3555, 2.0849], [-2.7307, -1.9576, 1.1435], [1.8346, 1.2878, -1.1937], [1.7203, 1.1763, 0.5235], [1.3237, -0.8983, 4.6576], [1.4472, -2.2234, 4.0216], [0.4090, -2.9910, 4.6136], [1.2297, -1.0712, 5.7144], [0.3716, -0.5115, 4.3285], [2.0892, -0.1406, 4.4792], [2.4538, -2.6798, 4.2017], [1.2265, -2.1948, 2.9298], [0.2753, -3.6847, 3.9127], [2.1078, 4.0935, -3.5169], [1.8711, 2.7473, -4.1998], [2.2769, 1.7264, -3.2520], [1.7286, 4.9499, -4.1407], [3.1587, 4.3301, -3.2655], [1.5936, 4.1399, -2.6122], [2.4782, 2.7021, -5.1504], [0.8021, 2.6432, -4.4603], [3.2632, 1.6640, -3.2193], [-0.8050, 3.5963, -0.7188], [-1.6329, 2.7278, -1.6212], [-2.6645, 3.4723, -2.3137], [0.0341, 3.0400, -0.2962], [-1.4149, 3.8987, 0.1352], [-0.4165, 4.4409, -1.2486], [-2.1243, 1.8882, -1.1325], [-1.0362, 2.3531, -2.4326], [-2.2669, 4.2248, -2.7766], [2.2597, -5.7499, -2.4279], [1.8473, -5.0127, -1.1385], [2.9544, -4.1389, -0.8977], [2.4241, -5.0225, -3.2268], [1.4572, -6.4342, -2.6951], [3.1135, -6.3715, -2.2256], [1.7682, -5.8178, -0.3798], [0.8858, -4.4803, -1.3418], [2.9010, -3.7366, -0.0380], [-2.2859, -5.1140, 1.4464], [-1.6363, -5.0357, 2.8265], [-0.2350, -5.2268, 2.7335], [-3.3516, -4.8729, 1.5266], [-2.2333, -6.1596, 1.0377], [-1.8315, -4.3971, 0.7326], [-2.0732, -5.8383, 3.4756], [-1.8348, -4.0490, 3.3133], [0.1205, -4.6995, 1.9924], [3.7331, -2.0902, -3.7140], [4.2157, -1.4572, -2.4374], [5.4769, -0.7921, -2.6077], [2.8668, -2.7020, -3.4064], [4.4931, -2.6985, -4.1513], [3.4106, -1.3189, -4.4586], [4.2901, -2.2562, -1.7167], [3.5320, -0.7535, -2.0516], [6.1283, -1.3828, -2.9845], [5.3775, 3.7267, -1.0088], [5.0190, 2.2547, -1.1062], [4.8702, 1.7570, -2.4241], [4.6450, 4.3724, -1.5284], [6.4014, 3.9524, -1.3502], [5.2990, 4.0920, 0.0013], [4.0637, 2.0562, -0.5852], [5.7611, 1.6171, -0.6207], [5.3212, 0.9211, -2.5761], [-1.3299, 2.1451, 4.1879], [-0.7828, 2.3471, 5.5370], [0.5328, 2.9794, 5.4465], [-1.6576, 3.0769, 3.7111], [-2.2868, 1.6129, 4.3008], [-0.6673, 1.6383, 3.5090], [-0.7739, 1.3510, 6.0295], [-1.4749, 2.9785, 6.0784], [1.0301, 2.9913, 6.2559]], "forces_ev_per_angstrom": [[-0.100, -0.880, -1.243], [-0.277, -1.376, -0.062], [-2.291, 1.153, 0.711], [1.213, 0.517, 1.265], [0.068, -0.401, -0.551], [1.112, 0.904, 0.070], [0.568, -0.157, 0.136], [-0.086, 0.374, 0.633], [0.178, 0.420, -0.098], [-0.637, 0.814, 0.431], [0.927, -0.500, -0.937], [0.509, -0.219, 0.224], [-0.289, 0.243, 0.398], [-0.238, -0.307, 0.080], [-0.069, 0.146, -0.580], [-0.011, -0.537, 0.279], [-0.574, -0.035, -0.530], [-1.014, 0.498, -0.535], [0.494, -0.020, -1.614], [-0.598, 0.339, 1.296], [-0.074, -0.169, -1.345], [0.504, 1.081, 1.075], [0.252, -0.590, 1.072], [0.610, 0.645, 0.026], [0.088, -0.718, -0.449], [-0.431, 0.078, 0.737], [0.541, -0.455, 0.243], [0.077, -0.360, 0.681], [-0.114, -0.350, -0.215], [-0.498, -0.695, -0.185], [-0.195, -0.326, -0.046], [0.059, 0.348, -0.124], [0.546, -0.139, -0.439], [-0.299, 0.779, -0.202], [-0.406, -0.072, 1.057], [0.150, -1.065, -0.617], [1.281, -0.127, 0.247], [-0.789, 0.055, 0.576], [1.285, 0.621, -0.467], [-0.202, 0.365, -0.478], [0.087, 0.494, -0.299], [-0.123, -0.143, -0.049], [0.303, -0.184, -0.298], [-0.145, 0.452, 0.106], [-0.017, -0.304, -0.107], [-0.107, -0.337, -0.145], [-0.466, 0.613, -0.061], [-0.620, 0.134, 0.302], [-0.107, -0.167, -0.348], [-0.265, -0.046, 0.193], [0.207, -0.234, 0.333], [-0.889, 0.069, 2.152], [-0.608, -0.045, -0.071], [-0.839, -1.111, -0.357], [-0.431, 0.261, 1.213], [0.488, 0.279, -0.324], [0.909, 0.116, -1.212], [0.626, 0.563, -0.313], [0.591, -0.552, 0.181], [0.477, -0.486, -1.459], [-0.122, 0.088, 0.109], [0.987, 0.570, -0.127], [-0.017, 0.521, 0.407], [-0.132, -0.114, -0.155], [-0.504, -0.030, -0.195], [-0.011, -0.001, -0.598], [-0.265, -0.563, 0.207], [-0.242, 0.445, 0.642], [0.730, -0.220, 0.609], [-0.541, 0.095, -0.312], [0.953, -0.568, 1.775], [-0.895, 2.061, -0.924], [0.218, -1.702, 0.174], [0.729, -0.069, 0.067], [-0.117, 0.123, 0.379], [-0.346, 0.680, -0.596], [-0.219, -0.545, 0.014], [0.009, 0.095, -0.340], [-0.471, 0.503, 0.693], [-0.191, -0.117, -1.088], [-0.137, 0.178, -0.349], [0.195, -0.568, 0.153], [0.142, 0.355, -0.215], [-0.078, -0.543, 0.271], [0.005, 0.206, -0.225], [0.815, 0.981, -0.549], [-0.980, -0.135, 0.479], [-0.621, -0.546, 0.911], [-0.175, 0.452, 0.492], [-0.626, -0.998, 0.078], [0.862, 1.133, 0.263], [0.308, -0.384, 0.172], [0.006, -0.043, 0.191], [-0.201, 0.320, -0.211], [0.123, -0.607, -0.228], [0.140, 0.142, 0.202], [0.492, -0.285, -0.936], [-0.133, 0.216, -0.256], [-0.145, 0.350, 0.020], [0.279, -0.141, -0.416], [-0.011, -0.526, -0.070], [0.191, 0.047, 0.013], [0.032, 0.702, -0.585], [-1.120, -0.547, -2.320], [0.088, -0.353, 2.345], [0.090, 0.139, -0.488], [0.298, -0.653, -0.753], [0.459, -0.645, 1.131], [0.566, -0.272, 0.255], [-0.087, -0.609, 0.896], [-0.106, 0.270, 0.607], [-0.292, 0.058, -0.004], [0.179, 0.342, 0.017], [0.140, -0.143, -1.041], [-0.800, 0.238, -0.056], [0.189, -0.137, 1.005], [0.167, 0.619, -0.111], [0.273, 0.601, -0.187], [0.001, 0.139, -0.766], [-0.149, 1.134, -0.019], [0.646, -0.695, -0.534], [-0.019, -1.373, -1.445], [0.109, 0.067, 0.638], [-0.398, 0.487, -0.015], [0.127, -0.331, -0.189], [-0.648, 0.198, -0.258], [0.604, 0.208, 0.442], [-0.276, 0.193, 1.458], [0.546, 1.255, -2.034], [1.407, 0.257, 0.390], [-0.272, 0.035, -1.081], [0.328, -0.726, 0.384], [-0.324, -0.488, -0.430], [-1.078, -0.081, 1.632], [-0.630, -0.198, 0.832], [0.471, -0.293, 0.254], [-0.513, 0.380, 0.174], [-0.469, -0.995, 1.039], [-0.371, 0.815, -1.397], [-0.335, 0.133, 0.511], [-0.126, -0.081, -0.174], [0.035, 0.370, -0.060], [0.199, 0.643, -0.279], [-0.043, 0.131, 0.132], [0.641, -0.597, -0.051], [0.016, -0.361, 0.253], [-1.092, 0.315, 0.524], [0.575, -0.763, -1.246], [-0.394, -0.166, -0.222], [0.147, -0.296, 0.026], [-0.170, 0.039, -0.288], [0.631, 0.031, -0.087], [-0.277, 0.803, 0.097], [0.644, -0.213, 0.605], [-0.171, 0.151, 0.542], [-0.236, -0.500, -0.126], [-0.927, 0.255, -0.154], [0.899, 0.190, 0.001], [0.150, 0.027, -0.092], [0.162, 1.004, 0.273], [-0.121, -0.416, 0.343], [0.668, 0.675, -0.404], [-0.077, -0.628, -0.289], [-0.510, -0.401, 0.279], [-1.487, 1.179, -0.057], [1.055, -1.045, -0.744], [-0.078, 0.288, 0.315], [0.277, 0.081, -0.526], [0.484, -0.636, -0.323], [0.212, -0.645, 0.528], [0.309, -0.167, 0.398], [-0.748, 1.067, 0.362], [0.027, -0.264, -0.089], [-0.064, 0.383, -0.696], [-0.323, -0.741, 0.465], [-0.284, 1.275, -0.851], [0.422, -0.460, -0.234], [-0.456, -0.153, -0.111], [0.131, -0.228, 0.716], [0.236, 0.225, -0.031], [0.143, 0.264, 0.280], [0.270, -0.439, 0.314], [-1.488, 0.417, -0.972], [1.108, -0.198, 0.926], [-0.990, -0.414, -0.944], [0.414, 0.130, 0.049], [0.384, -0.218, -0.162], [0.268, -0.412, -0.208], [0.521, 0.597, 0.037], [-0.015, 0.274, 0.454], [-0.139, -0.219, 0.725]], "lowdin_charge": [-0.04, -0.43, -0.19, -0.18, -0.14, 0.04, 0.06, 0.06, 0.07, 0.15, 0.11, 0.12, 0.10, 0.07, 0.08, 0.06, 0.08, -0.06, -0.47, -0.21, -0.20, -0.11, 0.05, 0.06, 0.09, 0.09, 0.12, 0.14, 0.11, 0.10, 0.09, 0.09, 0.06, 0.08, -0.05, -0.46, -0.17, -0.24, -0.08, 0.03, 0.07, 0.07, 0.07, 0.14, 0.12, 0.13, 0.10, 0.06, 0.09, 0.07, 0.08, -0.05, -0.42, -0.23, -0.19, -0.08, 0.03, 0.06, 0.08, 0.05, 0.12, 0.12, 0.14, 0.08, 0.08, 0.08, 0.06, 0.07, -0.05, -0.42, -0.26, -0.17, -0.04, 0.06, 0.06, 0.06, 0.07, 0.11, 0.10, 0.13, 0.08, 0.10, 0.06, 0.04, 0.06, -0.07, -0.41, -0.21, -0.21, -0.09, 0.07, 0.10, 0.04, 0.07, 0.10, 0.10, 0.14, 0.08, 0.08, 0.09, 0.07, 0.05, -0.02, -0.40, -0.20, -0.21, -0.07, 0.08, 0.06, 0.06, 0.06, 0.10, 0.10, 0.11, 0.08, 0.07, 0.08, 0.03, 0.06, -0.08, -0.34, -0.09, 0.08, 0.06, 0.06, 0.13, 0.09, 0.05, -0.08, -0.27, -0.14, 0.09, 0.07, 0.02, 0.12, 0.10, 0.06, -0.08, -0.30, -0.10, 0.04, 0.08, 0.07, 0.10, 0.08, 0.08, -0.09, -0.29, -0.10, 0.06, 0.07, 0.07, 0.12, 0.12, 0.02, -0.08, -0.31, -0.10, 0.04, 0.10, 0.06, 0.13, 0.11, 0.09, -0.06, -0.29, -0.08, 0.07, 0.07, 0.09, 0.07, 0.08, 0.10, -0.06, -0.29, -0.10, 0.06, 0.08, 0.04, 0.08, 0.11, 0.04, -0.11, -0.30, -0.09, 0.08, 0.07, 0.05, 0.12, 0.11, 0.07], "orbital_gap_ev": 9.29, "e_tot_ha": -3263.0126, "total_charge": 0, "largest_force_ha_per_bohr": 0.0518, "e_homo_ev": -8.75, "lumo_energy_ev": 0.53, "de_lowest_kj_mol": 274.8}